Entry 1:
Entry from the Open Molecules 2025 dataset: an isolated molecule of C5H11NO (ωB97M-V with the def2-TZVPD basis set).

Output
Total charge ... 0
Energy relative to the best compared isomer or geometry (same formula, charge and spin) ... 24.1 kcal/mol
Lowest unoccupied orbital energy ... 0.834 eV
SMILES string ... CCC(=O)N(C)C
Highest occupied orbital energy ... -9.11 eV
Frontier orbital gap ... 9.9 eV

Each line ends with the Mulliken charge.
Geometry (Å):
C 1.06762 0.42216 -0.91894  -0.16
C 2.39216 -0.25696 -1.19083  -1.16
C 0.05821 -0.57323 -0.31714  0.50
N -0.99226 -0.11945 0.43874  0.08
C -1.71024 -1.00854 1.33061  -1.03
C -1.28225 1.32768 0.57466  -1.09
O 0.21612 -1.77373 -0.45692  -0.66
H 0.70849 0.88426 -1.84258  0.32
H 1.15508 1.20178 -0.17512  0.14
H 3.18491 0.36401 -0.77297  0.32
H 2.48407 -1.25511 -0.76864  0.32
H 2.70065 -0.38514 -2.23097  0.29
H -1.97893 -0.49001 2.24618  0.45
H -2.59474 -1.48160 0.89236  0.25
H -1.00023 -1.82243 1.50879  0.32
H -0.43612 1.90048 0.90864  0.31
H -1.76038 1.64314 -0.36660  0.34
H -2.21217 1.42270 1.14073  0.46


Entry 2:
Entry from the Open Molecules 2025 dataset: an isolated molecule of C5H11NO (ωB97M-V with the def2-TZVPD basis set).

Output
Total charge ... 0
Energy relative to the best compared isomer or geometry (same formula, charge and spin) ... 44.0 kcal/mol
Lowest unoccupied orbital energy ... 1.044 eV
SMILES string ... CCNCCC=O
Highest occupied orbital energy ... -8.82 eV
Frontier orbital gap ... 9.9 eV

Each line ends with the Mulliken charge.
Geometry (Å):
C 0.27410 -1.70656 -0.29794  -0.37
N 0.07172 -0.24045 -0.24013  -0.34
C -0.53972 0.22915 0.97079  -0.54
C -0.98897 1.69123 0.68436  -0.69
C -0.00906 2.78301 0.95531  -0.02
O 1.07274 2.70241 1.47363  -0.47
C 0.74485 -2.12872 -1.68281  -1.09
H 1.14203 -1.89780 0.36208  0.24
H -0.57399 -2.20058 0.16206  0.37
H 0.96435 0.15471 -0.49864  0.23
H 0.02094 0.11531 1.91719  0.37
H -1.45616 -0.30213 1.25137  0.38
H -1.01359 1.71960 -0.41089  0.34
H -2.03897 1.92146 0.98794  0.37
H -0.43775 3.77357 0.69693  0.34
H 1.24371 -3.10527 -1.83648  0.36
H -0.00238 -2.11130 -2.50266  0.28
H 1.52615 -1.39764 -1.99210  0.26


Entry 3:
Entry from the Open Molecules 2025 dataset: an isolated molecule of C5H11NO (ωB97M-V with the def2-TZVPD basis set).

Output
Total charge ... 0
Energy relative to the best compared isomer or geometry (same formula, charge and spin) ... 10.1 kcal/mol
Lowest unoccupied orbital energy ... 0.912 eV
SMILES string ... CCN(C)C(C)=O
Highest occupied orbital energy ... -9.15 eV
Frontier orbital gap ... 10.1 eV

Each line ends with the Mulliken charge.
Geometry (Å):
C -2.14977 0.44280 -0.66730  -1.00
C -1.36140 -0.49422 0.23705  -0.70
N 0.04637 -0.13247 0.34853  0.04
C 0.41596 0.77999 1.40906  -0.99
C 0.84853 -0.59345 -0.65553  0.87
O 0.36365 -1.18739 -1.61279  -0.63
C 2.35800 -0.47249 -0.59866  -1.21
H -3.18750 0.10443 -0.74438  0.34
H -1.70981 0.43656 -1.66791  0.30
H -2.15217 1.46913 -0.28426  0.27
H -1.39540 -1.50492 -0.17502  0.35
H -1.78281 -0.51914 1.24817  0.39
H 0.30257 0.31102 2.39601  0.28
H 1.44829 1.11729 1.29909  0.41
H -0.22796 1.67004 1.38735  0.29
H 2.71835 0.42648 -1.10939  0.26
H 2.65540 -1.32875 -1.20714  0.35
H 2.80970 -0.52490 0.39713  0.37


Entry 4:
Entry from the Open Molecules 2025 dataset: a cluster of 2 separate species, C5H11NO in total (ωB97M-V with the def2-TZVPD basis set).

Output
Total charge ... 0
Energy relative to the best compared isomer or geometry (same formula, charge and spin) ... 32.8 kcal/mol
Lowest unoccupied orbital energy ... 0.799 eV
SMILES string ... CC(C)=N.CC=O
Highest occupied orbital energy ... -9.35 eV
Frontier orbital gap ... 10.1 eV

Each line ends with the Mulliken charge.
Geometry (Å):
C -1.06305 -1.44166 -0.91038  -1.14
C -2.14863 -1.31324 1.37894  -1.19
C -1.23149 -0.68420 0.36881  0.87
N -0.61055 0.40176 0.51076  -0.61
H -0.75615 0.87781 1.39887  0.15
H -0.61587 -2.41334 -0.70814  0.32
H -0.42573 -0.88809 -1.59283  0.22
H -2.03269 -1.60945 -1.37502  0.33
H -2.18343 -0.73080 2.29781  0.33
H -3.15487 -1.38408 0.96853  0.31
H -1.81172 -2.32218 1.61056  0.31
C 1.81782 1.70354 -0.99793  -0.30
C 2.92461 1.60203 -0.01046  0.14
O 3.43782 2.51626 0.57404  -0.48
H 3.25416 0.55816 0.17631  0.29
H 2.05694 1.12640 -1.88800  0.28
H 1.62074 2.73999 -1.25727  0.28
H 0.92209 1.26109 -0.54459  -0.11